--- one ---
{"formula": "C3H14N2O2", "method": "wB97M-V/def2-TZVPD", "elements": ["N", "C", "C", "C", "N", "H", "H", "H", "H", "H", "H", "H", "H", "H", "H", "H", "H", "O", "H", "H", "O"], "coordinates": [[2.076, 0.452, 0.510], [0.742, 0.108, 0.006], [0.178, 1.274, -0.761], [-0.206, -0.227, 1.157], [0.260, -1.421, 1.864], [2.368, 1.381, 0.253], [2.794, -0.207, 0.251], [0.822, -0.784, -0.628], [-0.816, 1.129, -1.199], [0.788, 1.635, -1.601], [0.114, 2.137, -0.097], [-0.205, 0.607, 1.859], [-1.198, -0.369, 0.710], [-0.071, -2.234, 1.348], [-0.250, -1.510, 2.739], [-2.853, 3.778, -3.555], [-3.489, 4.575, -2.459], [-3.235, 4.647, -3.387], [0.741, -4.576, 0.338], [1.059, -5.196, 1.668], [0.379, -5.201, 0.983]], "mulliken_charge": [-0.619, 0.558, -1.597, -0.694, -0.592, 0.210, 0.218, 0.247, 0.391, 0.375, 0.395, 0.415, 0.279, 0.196, 0.230, 0.317, 0.318, -0.635, 0.311, 0.327, -0.650], "total_charge": 0, "smiles": "C[C@@H](N)CN.O.O", "lumo_energy_ev": 0.5778, "gap_ev": 9.642}

---

--- two ---
{"formula": "C3H14N2O2", "method": "wB97M-V/def2-TZVPD", "elements": ["N", "C", "C", "C", "N", "H", "H", "H", "H", "H", "H", "H", "H", "H", "H", "H", "H", "O", "H", "H", "O"], "coordinates": [[1.806, -0.172, -0.630], [0.334, 0.072, -0.666], [-0.257, 0.014, -2.066], [-0.325, -0.978, 0.265], [-0.393, -0.616, 1.650], [1.949, -1.098, -1.040], [2.195, 0.414, -1.367], [0.195, 1.026, -0.154], [0.410, 0.515, -2.763], [-0.575, -0.988, -2.343], [-1.200, 0.574, -2.118], [0.305, -1.862, 0.208], [-1.325, -1.188, -0.112], [-0.939, 0.212, 1.836], [0.537, -0.356, 1.972], [0.875, 3.490, -0.576], [0.909, 4.974, -0.991], [1.132, 4.369, -0.284], [-2.669, -2.923, 3.107], [-1.212, -2.357, 2.926], [-1.750, -3.123, 3.146]], "mulliken_charge": [-0.696, 0.643, -1.438, -0.748, -0.636, 0.263, 0.253, 0.114, 0.404, 0.343, 0.349, 0.311, 0.375, 0.219, 0.257, 0.326, 0.318, -0.637, 0.296, 0.357, -0.674], "total_charge": 0, "smiles": "C[C@H](N)CN.O.O", "lumo_energy_ev": 0.5550, "gap_ev": 10.204}

---

two wins, 10.9 kJ/mol ahead of the next structure.

---

--- one ---
{"formula": "C3H14N2O2", "method": "wB97M-V/def2-TZVPD", "elements": ["C", "C", "C", "N", "N", "H", "H", "H", "H", "H", "H", "H", "H", "H", "H", "H", "H", "O", "H", "H", "O"], "coordinates": [[-0.463, 2.051, -0.651], [-0.925, 0.599, -0.547], [-0.378, -0.253, 0.598], [-0.272, -1.687, 0.303], [-1.586, 2.998, -0.690], [0.238, 2.280, 0.171], [0.170, 2.233, -1.522], [-2.017, 0.592, -0.535], [-0.679, 0.079, -1.485], [-0.972, -0.091, 1.494], [0.621, 0.075, 0.883], [-1.115, -2.190, 0.573], [-0.322, -1.823, -0.703], [-1.294, 3.896, -1.064], [-1.930, 3.157, 0.246], [3.429, 0.789, -2.648], [2.082, 1.217, -2.027], [2.807, 0.593, -1.929], [-0.573, -3.575, 2.659], [0.827, -3.139, 2.805], [0.292, -3.953, 2.879]], "mulliken_charge": [-0.431, -0.526, -0.435, -0.590, -0.678, 0.364, 0.217, 0.352, 0.227, 0.292, 0.305, 0.234, 0.232, 0.232, 0.217, 0.309, 0.301, -0.616, 0.305, 0.328, -0.642], "total_charge": 0, "smiles": "NCCCN.O.O", "lumo_energy_ev": 0.6561, "gap_ev": 10.045}

---

--- two ---
{"formula": "C3H14N2O2", "method": "wB97M-V/def2-TZVPD", "elements": ["N", "C", "C", "N", "C", "H", "H", "H", "H", "H", "H", "H", "H", "H", "H", "H", "H", "O", "H", "H", "O"], "coordinates": [[0.860, -1.359, 1.082], [-0.059, 1.354, -1.774], [-0.828, 0.356, -0.919], [-1.064, 0.922, 0.386], [-1.202, -0.014, 1.429], [0.771, -1.667, 0.075], [-0.672, 2.198, -2.127], [0.780, 1.711, -1.174], [0.345, 0.866, -2.634], [-0.211, -0.554, -0.741], [-1.774, 0.102, -1.411], [-0.252, 1.483, 0.746], [-2.137, -0.583, 1.358], [-1.175, 0.501, 2.384], [-0.369, -0.811, 1.381], [1.258, -0.459, 1.418], [2.261, 1.479, 1.171], [1.338, 1.240, 0.993], [1.384, -2.097, 1.553], [0.648, -2.593, -1.898], [0.100, -2.076, -1.299]], "mulliken_charge": [-0.424, -1.309, 0.372, -0.127, -0.607, 0.278, 0.335, 0.325, 0.356, -0.125, 0.332, 0.424, 0.324, 0.368, 0.358, 0.286, 0.157, -0.942, 0.311, 0.192, -0.883], "total_charge": 0, "lumo_energy_ev": -3.2970, "gap_ev": 5.602}

---

one wins, 636.8 kJ/mol ahead of the next structure.

---

--- one ---
{"formula": "C4H14N4O", "method": "wB97M-V/def2-TZVPD", "elements": ["C", "C", "C", "N", "H", "H", "H", "H", "H", "H", "H", "H", "H", "N", "C", "N", "N", "O", "H", "H", "H", "H", "H"], "coordinates": [[0.725, -2.555, -0.850], [-0.963, -0.356, 0.144], [-1.657, -0.100, -1.180], [1.798, -2.191, -0.266], [2.119, -2.816, 0.479], [1.821, -0.572, -0.513], [0.169, -3.461, -0.611], [0.349, -1.951, -1.666], [-1.488, 0.142, 0.960], [-1.024, -1.393, 0.477], [-1.008, 0.371, -1.923], [-2.012, -1.015, -1.658], [-2.495, 0.596, -1.094], [0.156, 2.028, 0.061], [0.645, 0.739, 0.316], [-0.789, 2.528, 0.975], [1.099, 0.615, 1.647], [1.541, 0.404, -0.635], [0.579, 2.525, -0.715], [-1.591, 2.901, 0.477], [-0.378, 3.247, 1.563], [0.431, 0.207, 2.288], [1.972, 0.107, 1.722]], "mulliken_charge": [-0.352, -1.143, -1.184, -0.463, 0.198, 0.381, 0.345, 0.288, 0.575, 0.601, 0.302, 0.328, 0.293, -0.079, 0.606, -0.567, -0.624, -0.646, 0.225, 0.200, 0.224, 0.236, 0.253], "total_charge": 0, "lumo_energy_ev": 0.8581, "gap_ev": 8.457}

---

--- two ---
{"formula": "C4H14N4O", "method": "wB97M-V/def2-TZVPD", "elements": ["C", "C", "O", "H", "H", "H", "H", "H", "H", "C", "N", "C", "N", "N", "N", "H", "H", "H", "H", "H", "H", "H", "H"], "coordinates": [[-3.030, -0.894, -0.625], [-2.359, -0.012, -1.447], [-1.995, -1.019, 1.351], [-1.664, -1.915, 1.479], [-2.923, -1.960, -0.761], [-3.882, -0.577, -0.043], [-1.863, -0.409, -2.327], [-2.791, 0.971, -1.599], [-1.139, 0.351, -0.581], [2.211, 1.665, 1.100], [2.113, 0.632, 0.082], [0.952, -0.098, -0.110], [3.338, -0.042, -0.150], [-0.254, 0.496, 0.271], [1.041, -1.271, -0.623], [3.435, -0.151, -1.157], [3.254, -0.993, 0.212], [-0.190, 1.464, 0.555], [-1.151, -0.375, 1.068], [0.127, -1.688, -0.763], [3.241, 2.012, 1.107], [1.955, 1.297, 2.101], [1.572, 2.517, 0.860]], "mulliken_charge": [-0.126, -0.765, -0.754, 0.313, 0.238, 0.222, 0.273, 0.354, 0.129, -0.984, 0.237, 0.507, -0.727, -0.530, -0.796, 0.267, 0.283, 0.156, 0.508, 0.223, 0.302, 0.320, 0.349], "total_charge": 0, "smiles": "[H]/N=C(\\N)N(C)N.C=C.O", "lumo_energy_ev": 0.8522, "gap_ev": 9.637}

---

one wins, 5.7 kJ/mol ahead of the next structure.